<one>
Density functional theory data (ωB97M-V with the def2-TZVPD basis set) for an isolated molecule of C5H11ClN2.

Results
E_LUMO   0.74 eV
SMILES   CC(C)(C)/C(N)=N/Cl
Highest occupied orbital energy   -9.123 eV

Positions of all 19 atoms, in Å:
H (-1.093, 1.267, 1.544)
C (1.114, 0.091, -0.072)
H (-0.325, -1.360, -1.846)
H (2.649, 1.325, 0.765)
H (-0.345, -1.127, 1.741)
C (-0.357, -0.040, -0.169)
H (1.058, 1.527, 1.378)
C (-0.709, -0.355, -1.606)
H (-0.273, 0.388, -2.276)
H (-0.511, 2.075, 0.084)
Cl (3.459, -1.087, -0.185)
N (1.758, -0.952, -0.475)
H (-1.913, -1.310, 0.765)
C (-1.045, 1.264, 0.462)
C (-0.831, -1.294, 0.662)
H (-1.757, -0.529, -1.840)
H (-0.397, -2.282, 0.238)
N (1.593, 1.169, 0.698)
H (-2.074, 1.229, 0.131)

<two>
Density functional theory data (ωB97M-V with the def2-TZVPD basis set) for C5H11ClN2 as an isolated structure.

Results
E_LUMO   0.73 eV
Highest occupied orbital energy   -8.104 eV

Positions of all 19 atoms, in Å:
H (1.175, 2.709, -0.815)
Cl (1.889, -1.954, 0.025)
C (-0.338, -0.734, -0.548)
H (1.934, 0.505, -1.135)
H (-1.966, -1.902, -1.126)
H (-0.491, 1.367, -0.010)
H (1.573, 2.412, 0.959)
H (0.020, -0.721, -1.648)
H (-1.508, -2.570, 0.427)
C (-1.534, -1.575, -0.109)
N (1.155, 1.992, 0.003)
H (-3.102, -0.129, 0.183)
H (-1.835, -0.153, 1.588)
H (2.751, 0.747, 0.529)
C (1.801, 0.701, -0.096)
H (0.697, -0.409, 1.377)
C (-1.989, -0.293, 0.451)
N (-1.146, 0.548, -0.322)
C (0.915, -0.541, 0.268)

Verdict on stability: <one> comes out on top.

<one>
Density functional theory data (ωB97M-V with the def2-TZVPD basis set) for C29H44BrF3IN8O4RbS2 as an isolated structure.

Results
E_LUMO   -0.08 eV
Highest occupied orbital energy   -7.904 eV

Positions of all 93 atoms, in Å:
H (-4.672, 0.718, 1.805)
C (-6.077, 1.914, -0.442)
H (1.571, -3.402, -2.852)
C (-1.437, -3.493, -2.816)
H (3.521, -3.215, -2.289)
C (0.070, 0.950, -2.700)
H (2.956, -0.470, -2.492)
H (0.669, -2.259, 4.692)
F (-4.698, 2.792, 3.288)
C (-0.321, -2.458, -2.833)
N (0.919, -2.937, -2.244)
H (-5.104, -0.440, -1.457)
H (3.345, -5.909, -0.827)
H (4.394, -3.661, -0.846)
H (2.377, -5.509, -2.244)
H (-1.597, 0.115, 5.629)
H (1.039, 1.460, -4.972)
C (1.876, 5.645, 1.422)
C (3.750, -1.898, 1.656)
F (-3.768, 4.409, 4.390)
O (-2.566, 3.280, 1.770)
H (3.161, -2.663, 2.145)
H (-1.155, -4.385, -3.378)
C (4.906, -2.229, 0.969)
H (2.345, 0.271, -4.823)
O (-0.415, 0.733, -1.606)
C (4.098, 0.415, 1.076)
C (5.278, 0.068, 0.423)
H (-2.635, -1.725, -0.498)
H (3.487, 4.273, 1.883)
H (2.592, 1.935, -4.265)
C (1.862, 1.125, -4.342)
H (-6.663, 2.111, 0.456)
H (-4.456, -1.976, -1.968)
C (-2.324, 3.116, 2.976)
H (-6.145, 2.792, -1.085)
H (-2.654, -0.849, -3.254)
H (2.972, 1.133, -1.737)
C (-4.625, 1.643, -0.078)
H (-2.341, -3.083, -3.270)
H (-0.651, -2.326, 3.517)
H (-1.661, -3.784, -1.790)
F (-3.434, 2.354, 4.982)
C (-3.682, -0.570, 0.702)
N (3.691, 1.766, 1.085)
C (2.329, 0.309, -2.055)
C (0.628, 5.745, 0.829)
H (4.138, -5.626, -2.383)
H (2.333, 6.506, 1.894)
H (-4.196, 2.513, 0.423)
H (5.873, 0.841, -0.046)
C (-0.320, -1.880, 4.452)
H (-0.530, 1.342, -3.539)
C (-3.531, -0.289, -2.929)
O (-1.238, 2.891, 3.539)
N (1.361, 0.757, -3.037)
H (1.802, -0.094, -1.192)
H (0.079, 6.677, 0.830)
C (5.678, -1.257, 0.353)
H (-3.204, 0.726, -2.703)
H (-0.610, -1.567, -2.276)
H (2.430, -0.314, 2.228)
C (2.477, 1.995, 0.807)
C (-0.215, -0.382, 4.231)
O (0.539, -0.035, 3.320)
C (3.340, -0.574, 1.701)
C (0.072, 4.614, 0.250)
H (2.560, -3.277, 0.458)
C (-3.567, 3.166, 3.919)
H (-4.239, -0.258, -3.759)
C (3.321, -5.306, -1.735)
H (6.584, -1.528, -0.171)
S (0.060, -2.372, 0.220)
H (1.795, 1.184, 0.535)
I (-1.641, -2.596, 5.965)
N (0.686, 3.435, 0.229)
N (2.394, -3.337, -0.534)
C (1.883, 3.346, 0.814)
Rb (-0.937, 1.102, 1.275)
H (-4.022, 1.459, -0.964)
H (-6.533, 1.069, -0.960)
H (-0.093, -2.154, -3.857)
H (-0.961, 1.444, 4.691)
C (-4.179, -0.947, -1.720)
N (-0.912, 0.464, 4.980)
C (1.175, -2.909, -0.919)
N (-4.479, 0.508, 0.836)
H (-0.916, 4.650, -0.194)
C (3.461, -3.829, -1.384)
S (-3.103, -1.370, 2.074)
C (2.521, 4.421, 1.420)
N (-3.325, -0.984, -0.536)
Br (5.434, -4.052, 0.862)

<two>
Density functional theory data (ωB97M-V with the def2-TZVPD basis set) for C29H44BrF3IN8O4RbS2 as an isolated structure.

Results
E_LUMO   0.16 eV
Highest occupied orbital energy   -7.945 eV

Positions of all 93 atoms, in Å:
H (-3.178, 4.469, 0.462)
N (-4.744, 0.196, 0.283)
H (-6.498, 1.245, -0.168)
H (-6.169, -1.321, 0.592)
C (-2.053, 2.452, 5.213)
Rb (-0.298, -0.032, 0.420)
H (-2.348, 5.772, 3.112)
H (-1.080, -3.152, 5.969)
H (-3.596, -4.858, 1.857)
C (-5.429, 1.277, -0.389)
C (-5.227, -1.153, 0.064)
H (-5.387, -1.320, -1.002)
H (1.535, 0.169, -3.735)
H (-3.206, -0.498, 1.426)
C (3.159, -1.441, -0.977)
S (0.414, 2.397, 3.229)
C (-3.141, -3.034, 5.366)
C (3.096, -0.353, -1.843)
N (-0.250, 2.163, -1.694)
H (2.368, -1.610, -0.260)
H (-3.244, -4.412, 3.771)
H (-4.470, -1.862, 0.392)
H (-2.013, -4.618, 6.326)
S (-1.450, -1.339, 3.369)
F (-3.512, -1.957, -2.851)
H (-4.168, 5.502, 1.493)
H (-2.674, 4.031, 3.993)
H (-0.301, 4.358, 1.569)
H (3.129, -2.695, 3.622)
H (4.273, -3.173, -0.384)
H (-1.162, 1.830, 5.226)
F (-1.779, -1.116, -3.827)
C (-0.456, 1.894, -4.062)
I (1.869, -2.082, 5.864)
H (-4.123, -3.385, 5.689)
C (-3.369, 4.758, 1.494)
H (-1.636, 3.342, -0.768)
N (1.999, 0.536, -1.755)
C (-2.116, 5.344, 2.132)
H (-1.748, 6.184, 1.543)
C (-2.579, -4.702, 1.482)
C (-0.911, 3.441, 3.219)
H (6.014, -0.833, -3.510)
C (5.209, -1.005, -2.808)
C (2.343, -0.783, 3.092)
H (-0.095, 1.415, -4.963)
H (-4.201, 2.255, 4.996)
H (-2.058, -6.797, 1.633)
C (-1.304, 2.965, -1.728)
N (-2.112, -3.386, 1.864)
O (1.878, -0.636, 1.972)
H (3.212, 0.132, 4.700)
H (-2.228, -3.171, 7.316)
H (-3.421, 0.916, 5.839)
C (-2.049, -3.526, 6.299)
H (-1.505, -5.831, 3.007)
H (-2.674, -4.692, 0.396)
N (-1.005, 4.417, 2.284)
C (-3.638, 0.423, 1.010)
C (5.247, -2.091, -1.955)
C (4.228, -2.317, -1.042)
H (4.090, 0.727, -3.405)
C (-3.308, 1.622, 5.015)
C (4.127, -0.137, -2.752)
O (-2.145, -2.032, -0.452)
O (-3.122, 1.520, 1.206)
F (-2.843, 0.042, -2.338)
C (-2.201, -2.826, 3.082)
H (-5.015, 2.222, -0.048)
H (-1.636, -2.821, 1.174)
C (-1.982, 3.299, -2.895)
C (1.318, 0.706, -2.807)
C (-1.651, -5.827, 1.924)
C (2.210, -2.131, 3.763)
H (-2.051, 2.971, -5.018)
H (-0.671, -5.715, 1.460)
C (0.163, 1.629, -2.847)
C (-1.518, -1.743, -1.492)
H (-3.714, 3.859, 2.003)
H (-3.169, -1.947, 5.349)
C (-2.413, -1.209, -2.653)
H (-5.296, 1.196, -1.472)
Br (6.719, -3.284, -2.020)
N (-2.963, -3.471, 3.989)
H (1.366, -2.643, 3.317)
N (3.049, 0.187, 3.709)
O (-0.299, -1.720, -1.690)
H (-2.097, 2.995, 6.162)
H (-3.249, 1.071, 4.079)
C (-1.545, 2.751, -4.087)
H (3.024, 1.099, 3.281)
N (-1.889, 3.420, 4.140)
H (-2.839, 3.958, -2.853)

Verdict on stability: <two> comes out on top.

<one>
Density functional theory data (ωB97M-V with the def2-TZVPD basis set) for a 2-piece molecular cluster, C2H3ClO2S overall.

Results
E_LUMO (spin up / spin down)   -1.92 / -1.74 eV
Highest occupied orbital energy (spin up / spin down)   -9.713 / -9.177 eV

Positions of all 9 atoms, in Å:
H (0.616, 0.720, -1.829)
C (0.589, -1.184, -0.706)
S (-1.574, 1.362, 0.387)
Cl (1.488, -1.720, 0.793)
H (1.558, 0.822, -0.404)
C (0.929, 0.144, -0.996)
O (-1.339, 1.073, 1.918)
H (-2.229, 0.763, 2.178)
O (-0.039, -1.980, -1.341)

<two>
Density functional theory data (ωB97M-V with the def2-TZVPD basis set) for an isolated molecule of C2H3ClO2S.

Results
E_LUMO   0.21 eV
Highest occupied orbital energy   -9.069 eV

Positions of all 9 atoms, in Å:
S (0.618, 1.209, 1.802)
H (-0.946, 1.244, 2.020)
O (0.404, 0.827, 0.147)
O (1.008, 0.086, 2.571)
H (-0.341, -1.326, 0.182)
C (-0.056, -0.312, -0.336)
Cl (-0.730, -1.828, -2.378)
C (-0.122, -0.358, -1.658)
H (0.167, 0.459, -2.351)

Verdict on stability: <two> comes out on top.